Below is 10 unconnected molecules or ions with the total composition C5H29O10, with properties calculated with ωB97M-V/def2-TZVPD.

Structure (XYZ):
```
44
Properties=species:S:1:pos:R:3:nbo_charge:R:1
C 0.348 -1.520 1.702 -0.0554
O 1.275 -0.555 1.207 -0.9713
C -0.654 -2.041 0.653 -0.4181
C -1.984 -1.185 0.638 -0.4002
C -2.284 -0.532 -0.682 -0.4272
C -3.757 0.007 -0.756 -0.6026
H 0.889 -2.420 2.018 0.1580
H -0.208 -1.009 2.492 0.1486
H -0.981 -3.032 0.949 0.1962
H -0.212 -2.026 -0.341 0.2042
H -1.865 -0.435 1.430 0.1868
H -2.814 -1.762 1.030 0.1928
H -2.360 -1.329 -1.423 0.2032
H -1.662 0.304 -0.978 0.2239
H -3.959 0.809 -1.466 0.1982
H -3.952 0.424 0.235 0.1936
H -4.461 -0.792 -0.986 0.1942
H -1.382 2.612 1.826 0.4608
H -0.171 3.003 2.733 0.5086
O -1.055 3.266 2.438 -0.9817
H 2.400 -1.478 0.500 0.4951
H 3.404 -2.511 0.766 0.4708
O 2.969 -2.151 -0.018 -1.0261
H 2.473 -0.817 2.156 0.4923
H 3.812 -0.201 2.575 0.4461
O 3.239 -0.930 2.829 -1.0131
H -0.923 4.445 -0.174 0.4666
H 0.153 3.604 -0.830 0.4747
O -0.003 4.446 -0.448 -0.9445
H 0.931 0.214 -0.138 0.5250
H 0.825 -0.133 -1.656 0.4536
O 0.751 0.600 -1.040 -1.0199
H 2.297 3.144 -1.585 0.4670
H 1.295 2.011 -2.001 0.4992
O 1.840 2.747 -2.327 -0.9876
H 2.276 1.996 2.426 0.4760
H 1.067 0.924 2.332 0.5203
O 1.356 1.818 2.602 -1.0068
H 2.035 -2.356 -1.954 0.4978
H 1.059 -2.294 -3.156 0.4618
O 1.735 -2.824 -2.741 -0.9612
H -1.549 -0.283 -4.188 0.4661
H -0.923 -0.672 -2.925 0.4707
O -1.270 -1.084 -3.724 -0.9363
```

Properties
ΔE to the lowest compared entry with this formula, charge and spin, eV: 0.0000
F_max, hartree/bohr: 0.05557
Frontier orbital gap, eV: 9.0
Spin multiplicity: 1
Lowest unoccupied orbital energy, eV: 2.69
Net charge: -1
Highest occupied orbital energy, eV: -6.306